No. 1
Entry from the Open Molecules 2025 dataset: a structure of composition C30H39IrN8O2SSe (ωB97M-V/def2-TZVPD).

Computed properties:
charge	+3
⟨S²⟩	0.790
LUMO level (spin up / spin down)	-0.3434 / -0.4090	hartree
spin multiplicity	2

Last column: Mulliken charge in e.
Positions of all 82 atoms, in Å:
Ir (0.74302, 0.68118, -0.35778)  0.6599
N (-0.40105, -0.49776, 8.08365)  -0.3043
C (-0.15165, -0.40490, 6.79092)  1.1939
C (-0.64250, -1.40938, 5.89423)  -0.8002
C (-0.34612, -1.32433, 4.56356)  -0.2758
C (0.43014, -0.24920, 4.10165)  -0.1358
C (0.91041, 0.75753, 4.95648)  -0.5813
C (0.62365, 0.69181, 6.28951)  -0.7373
S (0.95982, -0.23466, 2.40326)  1.5102
O (0.84833, -1.57613, 1.89089)  -0.6615
O (2.21762, 0.44591, 2.37136)  -0.7071
N (-0.09387, 0.72850, 1.55554)  -0.2671
C (-1.28171, 0.13521, 1.11728)  0.8960
N (-1.23007, 0.22453, -0.22410)  -0.1263
C (-2.24365, -0.25419, -0.95682)  -0.1761
C (-3.32233, -0.79700, -0.29178)  -0.7490
C (-3.26824, -0.86572, 1.10030)  -0.4714
N (-2.23875, -0.40603, 1.82356)  -0.5550
H (-0.93308, -1.26939, 8.46863)  0.2628
H (-0.05405, 0.18886, 8.74313)  0.2634
H (-1.22308, -2.23466, 6.28638)  0.3603
H (-0.67842, -2.08447, 3.87084)  0.5122
H (1.52934, 1.55054, 4.55961)  0.5527
H (0.99338, 1.44071, 6.97843)  0.3681
H (-2.16587, -0.19465, -2.03403)  0.5664
H (-4.17346, -1.18061, -0.83417)  0.4968
H (-4.08039, -1.31766, 1.65645)  0.5009
C (-1.58116, 3.03912, -6.35704)  -1.1913
C (-0.52477, 3.65968, -5.44908)  -0.4905
C (-1.03553, 3.98273, -4.04585)  -0.3126
C (-1.41703, 2.72699, -3.27346)  -1.4102
N (-1.94843, 3.04712, -1.94323)  0.9919
C (-1.24270, 3.25362, -0.82245)  -0.7466
Se (0.63645, 3.04987, -0.67951)  -0.0965
N (-2.06249, 3.63856, 0.16267)  1.2586
C (-1.64985, 4.06201, 1.51017)  -1.1098
C (-1.14591, 5.49951, 1.53319)  -0.4681
C (-2.16856, 6.53523, 1.07879)  -0.0394
C (-1.61958, 7.95294, 1.17463)  -1.4289
C (-3.35865, 3.68034, -0.33442)  0.3915
C (-4.57337, 4.02467, 0.26171)  -0.8880
C (-5.68782, 3.97110, -0.54362)  -0.8192
C (-5.61015, 3.59774, -1.90065)  -0.8206
C (-4.41436, 3.26235, -2.49334)  -1.0161
C (-3.28431, 3.30740, -1.67462)  1.1483
H (-1.20650, 2.94148, -7.37429)  0.4149
H (-2.47567, 3.66383, -6.39786)  0.2911
H (-1.87801, 2.03925, -6.03278)  0.2815
H (-0.16220, 4.58591, -5.89593)  0.4364
H (0.34495, 2.99725, -5.37875)  0.1898
H (-1.90712, 4.64038, -4.11032)  0.4561
H (-0.27079, 4.52065, -3.47757)  0.2968
H (-0.55561, 2.07053, -3.14038)  0.1525
H (-2.19165, 2.16191, -3.79073)  0.5373
H (-0.88317, 3.36341, 1.84522)  0.0455
H (-2.52504, 3.94077, 2.14806)  0.6086
H (-0.24118, 5.57208, 0.91995)  0.1459
H (-0.83479, 5.71439, 2.55884)  0.5358
H (-3.07114, 6.44712, 1.69192)  0.1947
H (-2.47236, 6.33286, 0.04638)  0.2085
H (-1.34582, 8.19841, 2.20136)  0.3644
H (-2.35655, 8.68233, 0.84395)  0.4047
H (-0.73053, 8.07276, 0.55341)  0.3249
H (-4.64171, 4.33587, 1.29414)  0.4528
H (-6.65106, 4.23654, -0.13043)  0.4781
H (-6.51504, 3.58764, -2.49239)  0.4806
H (-4.35886, 2.99864, -3.54058)  0.5346
C (5.13659, -2.04471, -1.49137)  -1.2011
C (4.25399, -0.86709, -1.67259)  0.7540
C (4.43114, 0.29676, -2.42503)  -1.0655
C (3.30001, 1.06305, -2.26288)  0.6899
N (2.42293, 0.41585, -1.42777)  -0.0845
N (3.05443, -0.77327, -1.11073)  0.1332
C (3.01332, 2.36343, -2.92409)  -1.1221
H (6.17458, -1.72456, -1.42822)  0.3634
H (5.04448, -2.70634, -2.35461)  0.3009
H (4.88235, -2.60763, -0.59498)  0.3578
H (5.28599, 0.53748, -3.03363)  0.4893
H (2.64582, -1.42567, -0.45519)  0.2624
H (3.61270, 2.43742, -3.82899)  0.4437
H (3.28600, 3.20028, -2.27893)  0.3034
H (1.96353, 2.45967, -3.18937)  -0.0082

Cartesian forces, eV/Å:
Ir -0.18 -0.28 -0.43
N 0.00 0.00 -0.02
C -0.01 0.00 0.02
C 0.01 -0.02 -0.03
C -0.01 0.00 0.03
C -0.11 -0.07 -0.02
C 0.00 0.00 0.01
C 0.02 0.02 -0.01
S 0.30 0.19 0.12
O -0.01 0.04 -0.10
O -0.18 -0.10 0.05
N 0.12 0.00 -0.08
C -0.12 0.04 -0.11
N 0.05 -0.08 0.28
C 0.06 0.13 0.06
C -0.04 0.00 0.05
C 0.00 0.00 -0.04
N 0.04 0.05 -0.02
H -0.01 -0.01 0.00
H 0.00 0.01 0.00
H 0.00 0.00 0.00
H 0.00 0.00 0.00
H 0.00 0.01 0.00
H 0.00 0.00 0.00
H 0.01 -0.01 -0.01
H 0.00 -0.01 0.00
H 0.00 0.01 0.00
C 0.00 0.00 0.00
C 0.00 0.00 0.01
C 0.01 0.00 0.00
C 0.01 -0.01 -0.01
N -0.02 -0.01 0.03
C 0.03 0.03 -0.03
Se -0.08 0.02 0.03
N -0.04 -0.04 0.01
C 0.01 -0.01 0.03
C 0.00 0.00 -0.01
C 0.00 0.00 0.00
C 0.00 0.00 0.00
C -0.02 0.03 -0.02
C 0.02 0.00 -0.01
C 0.00 0.00 0.00
C 0.00 0.00 0.00
C 0.02 0.00 0.02
C -0.01 0.00 -0.01
H 0.00 0.00 0.00
H 0.00 0.00 0.00
H 0.00 0.00 0.00
H 0.00 0.00 0.00
H 0.00 0.00 0.00
H -0.01 0.00 0.00
H 0.00 0.00 0.00
H 0.00 0.00 -0.01
H 0.01 0.00 0.00
H 0.00 0.01 0.00
H 0.00 0.00 0.01
H -0.01 0.00 0.01
H 0.00 0.00 0.00
H 0.00 0.00 0.00
H 0.00 0.00 0.00
H 0.00 0.00 0.00
H 0.00 0.00 0.00
H 0.00 0.00 0.00
H 0.00 0.00 0.01
H 0.00 0.00 0.00
H 0.00 0.00 0.00
H 0.00 0.00 0.00
C 0.00 0.00 0.00
C -0.01 -0.01 0.00
C -0.05 -0.02 -0.03
C -0.02 -0.01 -0.05
N 0.14 0.11 0.28
N 0.01 -0.02 -0.03
C 0.03 0.02 0.02
H 0.00 0.00 0.01
H 0.01 0.00 0.00
H 0.00 0.00 0.00
H 0.01 0.00 0.00
H 0.02 0.03 0.01
H 0.01 0.01 0.01
H -0.02 0.00 0.00
H 0.00 -0.01 -0.02



No. 2
Entry from the Open Molecules 2025 dataset: a cluster of 2 separate species, CH6P2S in total at a distorted geometry (ωB97M-V/def2-TZVPD).

Computed properties:
LUMO level	-0.0190	hartree

Last column: natural (NBO) charge in e.
Positions of all 10 atoms, in Å:
C (-0.44092, -0.32793, -0.86103)  -1.0186
P (1.31933, 0.17246, -0.34726)  0.3133
P (-1.75042, 0.55408, 0.12321)  0.8113
S (-3.50038, -0.25245, -0.07387)  -0.4780
H (-0.52120, -1.45229, -0.85269)  0.2705
H (-0.73561, 0.10578, -1.82398)  0.2456
H (1.34012, 1.10637, -1.30853)  -0.0378
H (2.03299, -0.94356, -1.08045)  0.0050
H (-0.73578, 0.77985, 1.91171)  -0.0683
H (-1.41234, 1.79992, -0.40167)  -0.0429

Cartesian forces, eV/Å:
C -0.09 -0.49 0.75
P -0.27 -2.42 0.48
P 2.39 -1.32 2.18
S 0.32 0.65 0.29
H -0.30 1.32 0.04
H 0.44 -0.61 -0.23
H 0.65 1.21 -1.38
H -0.81 1.45 0.52
H -1.81 -0.36 -2.83
H -0.52 0.58 0.17



No. 3
Entry from the Open Molecules 2025 dataset: a cluster of 2 separate species, C5H8O2 in total (ωB97M-V/def2-TZVPD).

Computed properties:
LUMO level	0.0349	hartree
SMILES string	O=C1C[C@H]2O[C@@H]12.C

Last column: natural (NBO) charge in e.
Positions of all 15 atoms, in Å:
O (-1.87813, -0.48650, 0.67102)  -0.5412
C (-0.85375, 0.09766, 0.43365)  0.5960
C (0.37594, 0.38460, 1.31876)  -0.5416
C (0.42765, 1.70094, 0.53816)  0.0801
O (0.80605, 1.36046, -0.77710)  -0.4546
C (-0.57983, 1.26935, -0.47029)  -0.0649
H (0.03204, 0.42369, 2.35134)  0.2386
H (1.28589, -0.21649, 1.23001)  0.2459
H (0.59375, 2.70647, 0.90188)  0.2147
H (-1.28582, 1.81339, -1.08485)  0.2182
C (0.26342, -1.80402, -1.04694)  -0.8755
H (0.90001, -0.91617, -1.17983)  0.2247
H (0.81696, -2.54690, -0.46994)  0.2126
H (-0.04708, -2.16846, -2.02200)  0.2176
H (-0.66078, -1.61459, -0.51115)  0.2294

Cartesian forces, eV/Å:
O 0.24 0.52 0.14
C -0.59 0.08 0.33
C 0.00 0.03 0.20
C 0.20 0.33 0.26
O 0.04 -0.13 0.05
C -0.45 0.16 -0.08
H 0.14 0.16 0.05
H -0.31 0.06 -0.08
H 0.06 -0.07 -0.08
H 0.09 0.06 0.09
C 0.19 -0.23 -0.18
H -0.43 -0.30 0.10
H 0.03 -0.13 -0.31
H 0.31 -0.28 -0.13
H 0.48 -0.25 -0.36



No. 4
Entry from the Open Molecules 2025 dataset: the molecule C18H20N4O2 at a distorted geometry (ωB97M-V/def2-TZVPD).

Computed properties:
LUMO level	0.0335	hartree
SMILES string	Cc1ccc(Cn2ccc(NC(=O)c3cc(C(C)C)on3)n2)cc1

Last column: natural (NBO) charge in e.
Positions of all 44 atoms, in Å:
C (-0.82458, -4.66581, -6.12866)  -0.6267
C (-0.14362, -3.53459, -5.42055)  -0.0130
C (0.59535, -2.58902, -6.11619)  -0.2155
C (1.22033, -1.54757, -5.45131)  -0.1973
C (1.12585, -1.43602, -4.07325)  -0.0656
C (1.78423, -0.30137, -3.32956)  -0.2312
N (0.82027, 0.43930, -2.55895)  -0.1577
C (-0.24179, 1.12934, -3.01590)  -0.0313
C (-0.89722, 1.63415, -1.91837)  -0.3569
C (-0.13699, 1.17717, -0.82135)  0.2769
N (-0.41256, 1.44872, 0.50688)  -0.5968
C (0.29430, 1.03178, 1.59379)  0.6260
O (1.27526, 0.32524, 1.57901)  -0.5537
C (-0.29133, 1.56267, 2.85323)  0.1150
C (0.19406, 1.36464, 4.16835)  -0.3634
C (-0.68457, 2.06263, 4.95026)  0.3393
C (-0.76231, 2.29510, 6.42207)  -0.2756
C (-0.81717, 0.96060, 7.16755)  -0.5896
C (0.43908, 3.12709, 6.87883)  -0.5887
O (-1.61480, 2.62672, 4.16345)  -0.2616
N (-1.36793, 2.31684, 2.87356)  -0.1608
N (0.89190, 0.45480, -1.23094)  -0.2729
C (0.38696, -2.38126, -3.37058)  -0.1373
C (-0.23980, -3.41458, -4.03740)  -0.2240
H (-1.89179, -4.66326, -5.91105)  0.2196
H (-0.68802, -4.59218, -7.20452)  0.2138
H (-0.41992, -5.61966, -5.79193)  0.2204
H (0.68204, -2.66251, -7.19094)  0.2083
H (1.78935, -0.81939, -6.01233)  0.2070
H (2.51379, -0.68319, -2.61010)  0.2457
H (2.29091, 0.37017, -4.03106)  0.2062
H (-0.45295, 1.20990, -4.06306)  0.2214
H (-1.78069, 2.23768, -1.89260)  0.2249
H (-1.21747, 2.03309, 0.69212)  0.4239
H (1.05272, 0.79597, 4.45158)  0.2501
H (-1.68203, 2.85685, 6.61511)  0.2238
H (0.08743, 0.38648, 6.98424)  0.2075
H (-1.67196, 0.37313, 6.84126)  0.2168
H (-0.90587, 1.13695, 8.23652)  0.2123
H (1.36545, 2.59402, 6.67968)  0.2083
H (0.46781, 4.07917, 6.35434)  0.2165
H (0.37142, 3.32143, 7.94616)  0.2115
H (0.30839, -2.29779, -2.29638)  0.2149
H (-0.81151, -4.14342, -3.48101)  0.2095

Cartesian forces, eV/Å:
C -0.01 -0.02 0.03
C 0.05 0.06 -0.09
C -0.08 -0.13 -0.01
C 0.07 0.08 0.19
C 0.08 0.05 -0.12
C 0.27 -0.28 -0.21
N -0.51 0.49 -0.17
C -0.04 0.07 0.17
C 0.10 -0.07 0.02
C 0.19 -0.19 -0.89
N -0.12 0.07 0.14
C -0.13 0.04 -0.35
O -0.06 0.07 0.22
C -0.37 0.38 1.04
C -0.48 0.34 0.14
C 0.61 -0.49 -0.30
C 0.02 0.02 -0.01
C -0.15 0.18 -0.08
C -0.23 0.03 -0.04
O -0.07 0.11 0.52
N 0.26 -0.30 -1.07
N 0.35 -0.18 0.92
C 0.02 -0.03 -0.03
C 0.05 0.07 0.02
H -0.07 -0.05 -0.04
H -0.02 -0.04 -0.07
H -0.02 -0.09 -0.04
H -0.01 -0.03 -0.11
H 0.06 0.10 -0.04
H -0.07 0.15 -0.10
H -0.01 -0.09 0.12
H -0.05 0.00 -0.22
H -0.20 0.14 -0.07
H 0.12 -0.08 0.02
H 0.21 -0.13 0.12
H 0.06 -0.05 -0.03
H 0.10 -0.09 0.00
H -0.04 -0.10 0.00
H 0.02 -0.02 0.12
H 0.11 -0.04 -0.01
H 0.06 0.09 -0.02
H 0.03 0.03 0.12
H -0.03 0.02 0.14
H -0.06 -0.08 0.07